[1]
{"formula": "C21H21F3N2O3", "method": "wB97M-V/def2-TZVPD", "symbols": ["C", "O", "C", "C", "C", "O", "N", "C", "C", "C", "C", "C", "C", "C", "C", "C", "H", "H", "H", "H", "H", "H", "N", "C", "O", "C", "C", "C", "C", "C", "C", "H", "H", "C", "F", "F", "F", "H", "H", "H", "H", "H", "H", "H", "H", "H", "H", "H", "H", "H"], "coordinates": [[2.06217, 3.02600, -0.87710], [2.71620, 2.81220, -2.10305], [4.02023, 2.29478, -1.98443], [4.04034, 0.83899, -1.49083], [4.07239, 0.77996, 0.03075], [4.55064, 1.68378, 0.69052], [3.59293, -0.33882, 0.63063], [2.93039, -1.46257, 0.01956], [1.47156, -1.51055, 0.41058], [0.57392, -2.21887, -0.37312], [-0.77224, -2.29015, -0.03382], [-1.20956, -1.66681, 1.13208], [-0.31444, -0.95633, 1.90542], [1.02927, -0.86119, 1.56115], [1.97005, -0.05035, 2.41001], [3.43118, -0.34560, 2.07126], [3.72395, -1.32853, 2.45195], [4.08791, 0.41644, 2.49203], [1.77366, 1.01158, 2.23004], [1.78190, -0.24351, 3.46747], [-0.66147, -0.47102, 2.80540], [-2.24078, -1.74760, 1.43621], [-1.63760, -3.01986, -0.85791], [-2.95567, -2.81431, -1.13526], [-3.60218, -3.64642, -1.73575], [-3.54075, -1.50126, -0.72376], [-4.79446, -1.48390, -0.12255], [-5.38421, -0.28308, 0.22505], [-4.72425, 0.90605, -0.05538], [-3.48589, 0.90019, -0.68541], [-2.89711, -0.30373, -1.02113], [-1.94071, -0.30976, -1.52092], [-2.99301, 1.83250, -0.91399], [-5.33614, 2.21494, 0.35810], [-5.01485, 3.22451, -0.46406], [-4.92331, 2.58975, 1.58768], [-6.67476, 2.17479, 0.41226], [-6.35266, -0.26458, 0.70061], [-5.29777, -2.41850, 0.07142], [-1.24505, -3.83963, -1.30587], [0.92426, -2.71950, -1.26502], [3.41941, -2.38209, 0.37625], [3.03424, -1.44637, -1.06390], [3.16266, 0.34109, -1.90088], [4.93863, 0.34340, -1.86365], [4.43669, 2.35426, -2.99221], [4.62146, 2.91156, -1.30246], [2.69589, 3.58649, -0.18194], [1.77186, 2.08097, -0.39979], [1.16507, 3.60068, -1.10226]], "nbo_charge": [-0.25, -0.54, -0.06, -0.54, 0.70, -0.64, -0.44, -0.25, 0.06, -0.26, 0.15, -0.24, -0.17, -0.06, -0.43, -0.22, 0.19, 0.25, 0.22, 0.22, 0.22, 0.23, -0.61, 0.66, -0.58, -0.13, -0.17, -0.21, -0.08, -0.19, -0.19, 0.23, 0.23, 0.96, -0.32, -0.33, -0.32, 0.23, 0.23, 0.41, 0.21, 0.21, 0.22, 0.22, 0.24, 0.19, 0.20, 0.18, 0.15, 0.19], "homo_energy_ev": -8.849, "de_lowest_kj_mol": 0.0, "smiles": "COCCC(=O)N1CCc2ccc(NC(=O)c3ccc(C(F)(F)F)cc3)cc2C1", "homo_lumo_gap_ev": 9.01, "lumo_ev": 0.2, "e_tot_ev": -39394.4241}



[2]
{"formula": "C5H13NP", "method": "wB97M-V/def2-TZVPD", "symbols": ["C", "C", "C", "C", "C", "N", "P", "H", "H", "H", "H", "H", "H", "H", "H", "H", "H", "H", "H", "H"], "coordinates": [[0.44196, -0.08024, 0.30163], [-0.56490, 2.93772, -0.06274], [0.61828, -2.65904, 1.62365], [0.17527, 0.61098, -0.89501], [0.31600, 2.17480, -1.02960], [0.29159, -2.19061, 0.29419], [-1.00318, -2.82316, -0.50798], [1.34782, 0.22391, 0.96215], [-1.53083, 2.86120, -0.56590], [-0.25685, 3.88308, 0.14496], [-0.48556, 2.56931, 0.95718], [-0.20950, -2.34094, 2.38859], [1.63961, -2.30908, 1.70049], [0.62054, -3.85638, 1.73806], [-0.70653, 0.45267, -1.60719], [1.10396, 0.11092, -1.29430], [1.30136, 2.34349, -0.82487], [0.20405, 2.54836, -2.02558], [-1.10885, -1.98226, -1.62699], [-2.19425, -2.47472, 0.32925]], "nbo_charge": [0.33, -0.61, -0.48, -0.61, -0.36, -0.66, 0.72, 0.22, 0.22, 0.24, 0.21, 0.23, 0.23, 0.27, 0.28, 0.35, 0.20, 0.24, -0.01, 0.00], "homo_energy_ev": [-13.229, -13.361], "total_charge": 1, "de_lowest_kj_mol": 658.7, "homo_lumo_gap_ev": [7.48, 6.95], "lumo_ev": [-5.7, -6.4], "e_tot_ev": -16160.7969}



[3]
{"formula": "C11H6GaN8S5", "method": "wB97M-V/def2-TZVPD", "symbols": ["Ga", "S", "C", "S", "C", "C", "N", "C", "N", "S", "C", "S", "C", "C", "N", "C", "N", "C", "C", "N", "N", "C", "S", "N", "N", "H", "H", "H", "H", "H", "H"], "coordinates": [[-0.54860, -0.40009, 1.43469], [-1.73215, 1.68775, 1.70391], [-2.84398, 0.92785, 0.61301], [-2.55673, -0.72643, 0.17024], [-3.90405, 1.62273, 0.07870], [-4.16785, 2.95455, 0.43119], [-4.40107, 4.05229, 0.68256], [-4.74878, 1.07573, -0.89797], [-5.43257, 0.68694, -1.73750], [-0.26133, -1.70907, 3.36103], [1.39644, -1.19963, 3.15675], [1.73749, 0.07175, 2.02759], [2.40018, -1.79900, 3.87832], [2.14080, -2.83179, 4.79548], [1.96957, -3.68862, 5.54222], [3.75347, -1.47109, 3.69825], [4.87205, -1.24531, 3.55206], [0.93783, 1.59827, -3.56570], [1.13921, 0.25572, -2.97750], [1.67358, -0.77398, -3.54493], [1.58225, -1.78414, -2.64875], [0.97385, -1.40453, -1.50231], [0.61539, -2.34755, -0.20117], [0.70439, -0.06901, -1.71013], [0.11816, 0.75059, -0.77177], [1.32935, 1.61239, -4.57827], [1.43745, 2.36454, -2.97307], [-0.12758, 1.83179, -3.59028], [1.93835, -2.70193, -2.85497], [-0.74503, 1.17209, -1.11860], [0.74991, 1.48719, -0.45307]], "nbo_charge": [0.95, -0.18, -0.21, -0.17, -0.48, 0.31, -0.35, 0.31, -0.36, -0.15, -0.18, -0.20, -0.47, 0.31, -0.35, 0.31, -0.36, -0.66, 0.36, -0.26, -0.37, 0.23, -0.10, -0.24, -0.62, 0.25, 0.23, 0.24, 0.43, 0.40, 0.39], "homo_energy_ev": -5.750, "total_charge": -1, "homo_lumo_gap_ev": 7.64, "lumo_ev": 1.9, "e_tot_ev": -129981.0237}